1.
Density functional theory data (ωB97M-V/def2-TZVPD) for a structure of composition C44H37NP2PdS3Sb.

Properties
**Spin multiplicity**: 2
**F_max**: 0.5 eV/Å
**Energy relative to the best compared isomer or geometry (same formula, charge and spin)**: 9.9 kcal/mol
**Gap between HOMO and LUMO (spin up / spin down)**: 6.382 / 5.924 eV

Structure (XYZ):
```
89
Properties=species:S:1:pos:R:3:forces:R:3
Pd 0.0446 0.4550 -0.2396 0.1 0.0 0.1
C -2.0141 -1.2159 1.8174 0.0 0.1 -0.1
P -1.3350 0.3031 2.6510 -0.1 0.0 0.1
C -0.5720 -0.3427 4.1777 0.0 0.0 0.0
C -0.3447 -1.6958 4.4096 0.0 0.0 0.0
C 0.3404 -2.1129 5.5445 0.0 0.0 0.0
C 0.7987 -1.1865 6.4663 0.0 0.0 0.0
C 0.5770 0.1680 6.2463 0.0 0.0 0.0
C -0.0917 0.5830 5.1069 0.0 0.0 0.0
C -2.9140 1.0295 3.2445 0.0 0.0 0.0
C -3.4053 0.8980 4.5424 0.0 0.0 0.0
C -4.6189 1.4689 4.8988 0.0 0.0 0.0
C -5.3646 2.1690 3.9612 0.0 0.0 0.0
C -4.8901 2.2984 2.6642 0.0 0.0 0.0
C -3.6711 1.7414 2.3094 0.0 0.0 0.0
C -2.6620 -0.7637 0.5514 0.1 0.0 -0.1
C -3.9583 -0.8668 0.0978 0.0 0.0 -0.1
C -4.0344 -0.1523 -1.1297 0.0 0.0 0.0
C -2.7760 0.3502 -1.3672 0.1 -0.1 0.2
C -2.1510 1.1749 -2.4418 0.1 0.0 0.1
P -0.8175 2.0502 -1.5425 -0.1 0.2 -0.3
C 0.1707 2.9087 -2.7951 0.0 0.1 0.1
C 0.3842 4.2841 -2.7418 0.0 0.0 0.0
C 1.1208 4.9127 -3.7348 0.0 0.0 0.0
C 1.6512 4.1754 -4.7833 0.0 0.0 0.0
C 1.4534 2.8021 -4.8340 0.0 0.0 0.0
C 0.7181 2.1713 -3.8442 0.0 -0.1 0.0
C -1.6236 3.3512 -0.5727 0.0 -0.1 0.0
C -1.1959 3.5952 0.7281 0.0 -0.1 0.0
C -1.8093 4.5717 1.4989 0.0 0.0 0.0
C -2.8604 5.3060 0.9738 0.0 0.0 0.0
C -3.2972 5.0644 -0.3230 0.0 0.0 0.0
C -2.6804 4.0942 -1.0960 0.0 0.0 0.0
N -1.9441 -0.0211 -0.3422 0.2 -0.1 0.1
H -2.7299 -1.7292 2.4613 0.0 0.0 0.0
H -1.1816 -1.8924 1.5952 0.0 0.0 0.0
H -0.6994 -2.4393 3.7077 0.0 0.0 0.0
H 0.5128 -3.1691 5.7052 0.0 0.0 0.0
H 1.3296 -1.5141 7.3502 0.0 0.0 0.0
H 0.9337 0.9008 6.9584 0.0 0.0 0.0
H -0.2480 1.6428 4.9343 0.0 0.0 0.0
H -2.8408 0.3423 5.2800 0.0 0.0 0.0
H -4.9862 1.3584 5.9110 0.0 0.0 0.0
H -6.3128 2.6101 4.2408 0.0 0.0 0.0
H -5.4677 2.8351 1.9225 0.0 0.0 0.0
H -3.3116 1.8506 1.2924 0.0 0.0 0.0
H -4.7624 -1.3778 0.6027 0.0 0.0 0.0
H -4.9004 -0.0321 -1.7604 0.0 0.0 0.0
H -2.8333 1.8705 -2.9301 0.0 0.0 0.0
H -1.6781 0.5626 -3.2171 0.0 0.0 0.0
H -0.0153 4.8650 -1.9215 0.0 0.0 0.0
H 1.2850 5.9806 -3.6833 0.0 0.0 0.0
H 2.2245 4.6677 -5.5578 0.0 0.0 0.0
H 1.8726 2.2210 -5.6448 0.0 0.0 0.0
H 0.5726 1.0980 -3.8900 0.0 0.0 0.0
H -0.4152 2.9771 1.1551 0.0 0.0 0.0
H -1.4825 4.7381 2.5167 0.0 0.0 0.0
H -3.3499 6.0586 1.5775 0.0 0.0 0.0
H -4.1250 5.6286 -0.7312 0.0 0.0 0.0
H -3.0300 3.9170 -2.1052 0.0 0.0 0.0
S 2.5731 -3.4253 0.1621 0.0 0.0 0.0
Sb 1.2668 -3.9164 -1.7047 -0.1 0.0 0.0
S -0.4986 -2.5552 -1.6982 0.1 -0.1 -0.1
S 1.5920 -1.0464 1.1387 -0.4 0.2 -0.3
C 3.6554 5.0651 -1.2929 0.0 -0.1 0.0
C 2.9456 5.0524 -0.1022 0.0 0.0 0.0
C 2.3856 3.8707 0.3570 0.0 0.0 0.1
C 2.5149 2.6781 -0.3557 0.0 -0.1 -0.1
C 3.2125 2.7108 -1.5661 0.0 0.0 -0.1
C 3.7795 3.8891 -2.0211 0.0 0.1 0.0
C 1.9387 1.4643 0.2673 0.1 -0.1 0.3
C 2.2046 0.1176 0.0043 0.2 0.0 0.0
C 3.0470 -0.3552 -1.1302 -0.1 0.0 0.0
C 4.4066 -0.5459 -0.9180 0.0 0.0 0.0
C 5.2109 -1.0026 -1.9496 0.0 0.0 0.0
C 4.6628 -1.2798 -3.1944 0.0 0.0 0.0
C 3.3023 -1.0962 -3.4058 0.0 0.0 0.1
C 2.4967 -0.6323 -2.3740 -0.1 0.0 0.0
H 4.1034 5.9819 -1.6534 0.0 0.0 0.0
H 2.8347 5.9598 0.4773 0.0 0.0 0.0
H 1.8558 3.8659 1.3019 0.0 0.0 0.0
H 3.3131 1.8215 -2.1685 0.0 0.0 0.0
H 4.3199 3.8865 -2.9588 0.0 0.0 0.0
H 1.5688 1.6406 1.2766 0.1 0.1 0.0
H 4.8295 -0.3426 0.0577 0.0 0.0 0.0
H 6.2685 -1.1528 -1.7788 0.0 0.0 0.0
H 5.2932 -1.6418 -3.9953 0.0 0.0 0.0
H 2.8658 -1.3160 -4.3716 0.0 0.0 0.0
H 1.4272 -0.5125 -2.5166 0.1 0.0 0.0
```
Forces are in eV/Å.



2.
Density functional theory data (ωB97M-V/def2-TZVPD) for a structure of composition C44H38BrN4OP2Tc in a non-equilibrium geometry.

Properties
**Spin multiplicity**: 4
**F_max**: 3.6 eV/Å
**Energy relative to the best compared isomer or geometry (same formula, charge and spin)**: 0.0 kcal/mol
**Total charge**: +1
**Gap between HOMO and LUMO (spin up / spin down)**: 6.838 / 5.916 eV

Structure (XYZ):
```
91
Properties=species:S:1:pos:R:3:forces:R:3
Tc 0.6589 -0.7736 -1.4020 0.4 -1.2 -0.7
C 1.8288 1.9984 0.5929 -0.6 -0.3 0.3
P 0.0083 1.9554 0.9906 -0.8 -0.7 -0.9
C -0.5595 3.5679 0.3232 0.0 -0.7 0.7
C 0.3185 4.6145 0.1237 1.2 -0.2 -0.6
C -0.1049 5.7914 -0.4396 -1.7 0.4 1.1
C -1.4974 6.0503 -0.4276 1.3 0.0 -1.8
C -2.3656 4.9921 -0.3306 -0.9 0.1 0.4
C -1.8983 3.7242 -0.0111 -0.8 -0.8 0.8
C -0.0478 2.0802 2.8150 0.3 1.1 0.4
C 0.0262 0.9394 3.6183 0.2 -0.7 0.0
C 0.2251 1.0612 4.9952 0.4 -0.9 0.0
C 0.2898 2.2809 5.6416 -0.4 -0.3 0.5
C 0.1112 3.3997 4.8698 -0.2 1.0 -1.1
C -0.0364 3.3316 3.4680 0.3 -0.6 0.6
C 2.4261 0.6321 0.7412 -0.5 1.4 0.5
C 3.6293 0.3978 1.3130 0.3 -1.8 -0.2
C 3.8955 -0.9967 1.1543 -1.0 -1.0 0.3
C 2.7841 -1.5513 0.5458 -0.6 0.5 0.1
C 2.4011 -2.9980 0.2630 1.4 0.3 0.2
P 0.7359 -3.0739 -0.3532 -0.7 0.6 -0.2
C -0.2589 -3.3280 1.1320 -0.1 0.0 -0.3
C 0.1998 -2.8545 2.3543 -0.2 0.6 0.1
C -0.6501 -2.8755 3.4423 -0.7 -1.3 0.0
C -1.8827 -3.5466 3.2960 -1.1 0.8 1.5
C -2.3743 -3.9743 2.0908 -0.9 -1.3 -0.5
C -1.5216 -3.9037 1.0136 -0.1 0.2 -2.0
C 0.4811 -4.5418 -1.3289 -0.4 -0.3 -0.8
C -0.5245 -4.6391 -2.3107 -0.4 -0.8 -0.8
C -0.7255 -5.8392 -3.0397 -0.7 -0.4 -0.3
C 0.0215 -6.9902 -2.7574 0.6 0.0 0.5
C 1.0247 -6.8548 -1.7894 0.0 -0.1 0.2
C 1.2553 -5.6595 -1.0819 0.1 -1.6 -0.8
N 1.8338 -0.5136 0.2701 1.0 -1.1 0.3
H 2.2509 2.7438 1.2671 0.6 -0.3 0.0
H 2.0480 2.2864 -0.4356 -0.5 0.6 0.0
H 1.3902 4.4775 0.3093 -0.4 0.1 -0.1
H 0.6012 6.5121 -0.7546 0.5 0.9 0.0
H -1.9026 6.9955 -0.7698 0.2 0.1 0.2
H -3.4201 5.2437 -0.4845 0.3 -0.6 0.1
H -2.5887 2.8575 0.1251 0.6 0.9 -0.3
H -0.0264 -0.0852 3.1898 0.1 0.9 0.1
H 0.4271 0.1648 5.5781 -0.3 0.0 -0.1
H 0.3886 2.3470 6.7417 0.1 -0.1 -0.9
H 0.1032 4.3755 5.3319 0.0 0.1 0.0
H -0.0891 4.2559 2.8981 -0.1 -0.2 0.1
H 4.2298 1.0419 1.8904 0.5 0.9 0.2
H 4.6666 -1.6105 1.6174 0.0 0.4 -0.2
H 2.4881 -3.6625 1.1238 0.1 0.2 0.2
H 3.0831 -3.4057 -0.4760 0.0 -0.2 -0.4
H 1.1728 -2.3940 2.4479 0.1 0.1 0.0
H -0.3320 -2.4935 4.4014 0.0 0.0 0.1
H -2.6305 -3.7063 4.0958 1.0 0.5 0.1
H -3.4085 -4.4554 2.0254 1.7 0.8 0.0
H -1.8276 -4.2179 -0.0104 0.0 0.1 1.0
H -1.2027 -3.8189 -2.5660 0.5 -0.1 0.3
H -1.5191 -5.9507 -3.8336 0.9 0.6 1.1
H -0.1325 -8.0088 -3.2099 0.0 1.5 0.2
H 1.6380 -7.7182 -1.5331 -0.1 0.2 -0.1
H 2.0686 -5.7273 -0.3736 0.0 0.5 0.2
C 0.2791 3.0804 -3.3534 -0.7 -1.4 0.9
C 0.7504 1.7608 -2.7284 0.8 2.9 -1.4
N -0.0536 0.9273 -2.2422 -0.9 -0.3 1.7
N -1.3740 1.2220 -2.0256 -0.4 -1.0 -0.5
C -1.9365 0.1895 -1.4184 -0.6 2.0 0.3
O -1.2766 -0.8538 -1.0412 -0.2 -0.5 0.6
C -3.3445 0.3981 -0.9454 0.8 -0.6 0.1
C -3.8154 -0.3378 0.1309 -0.7 -0.3 0.1
C -5.0967 -0.1141 0.6615 0.7 0.9 -0.4
C -5.8466 0.9783 0.1532 -0.1 -1.1 1.4
C -5.3701 1.6792 -0.9455 -1.5 0.7 -0.1
C -4.1391 1.3891 -1.4774 0.3 0.8 -1.4
C 2.1716 1.3744 -2.6902 1.0 1.6 -1.8
C 3.2333 2.1781 -3.1419 -0.9 -0.6 0.0
C 4.5307 1.6273 -3.1820 -0.1 2.3 -0.6
C 4.7673 0.3934 -2.7006 -1.2 -1.6 0.7
C 3.6230 -0.3428 -2.2701 3.4 -1.2 0.0
N 2.4285 0.1196 -2.3353 -2.1 -0.5 1.4
H -0.7248 2.9420 -3.7328 -0.1 -0.4 -0.4
H 0.9241 3.3944 -4.1322 0.6 0.4 -0.6
H 0.0690 3.8482 -2.6261 0.6 0.4 0.6
H -3.1670 -1.0945 0.5378 0.0 -0.3 0.2
H -5.4036 -0.7464 1.4987 -0.2 0.5 -0.3
H -6.7668 1.2827 0.7054 0.7 -0.4 -0.9
H -6.0534 2.4336 -1.4081 1.0 -0.5 0.5
H -3.7693 1.9577 -2.3400 -0.2 -0.3 0.4
H 3.0067 3.1717 -3.5253 0.3 -0.2 0.2
H 5.3494 2.2398 -3.5947 -0.5 -0.3 0.3
H 5.7636 -0.0158 -2.6646 0.0 -0.2 0.1
H 3.7596 -1.3560 -1.8649 -0.1 0.5 -0.3
Br 0.2977 -1.6764 -3.6797 0.0 -0.2 0.0
```
Forces are in eV/Å.